(1)
{"formula": "C35H48IIrN4O5Si4Te", "method": "ωB97M-V with the def2-TZVPD basis set", "fmax_ev_per_a": 1.84, "homo_energy_ev": [-9.77, -9.50], "spin_multiplicity": 2, "relative_energy_kj_mol": 467.76, "s_squared": 0.77, "total_charge": 1, "symbols": ["Ir", "O", "C", "C", "C", "C", "C", "C", "C", "O", "N", "N", "C", "C", "C", "C", "C", "C", "N", "H", "H", "H", "H", "H", "H", "H", "H", "H", "H", "O", "C", "C", "C", "C", "C", "C", "N", "H", "H", "H", "H", "H", "H", "H", "C", "Si", "C", "C", "Si", "Te", "Si", "C", "C", "C", "Si", "C", "C", "C", "H", "H", "H", "H", "H", "H", "H", "H", "H", "H", "H", "H", "H", "H", "H", "H", "H", "H", "H", "H", "H", "H", "H", "H", "H", "H", "H", "I", "C", "C", "C", "C", "C", "C", "C", "O", "O", "H", "H", "H", "H"], "coordinates": [[-0.38274, -0.34872, 0.15593], [-3.93042, -3.74435, -1.95996], [-3.58896, -3.11530, -3.12582], [-4.18586, -3.45599, -4.32824], [-3.78345, -2.83030, -5.49590], [-2.76760, -1.87865, -5.48982], [-2.17944, -1.53165, -4.29493], [-2.60667, -2.11656, -3.09217], [-1.96682, -1.61796, -1.88242], [-0.98593, -0.90215, -1.84386], [-2.67818, -1.84013, -0.56340], [-1.64678, -1.83588, 0.46354], [-1.99127, -2.07524, 1.72910], [-1.06295, -1.50642, 2.65789], [-1.16119, -1.72758, 4.03258], [-0.35275, -1.01740, 4.88725], [0.54863, -0.10380, 4.34106], [0.61012, 0.07378, 2.98114], [-0.15874, -0.61968, 2.11816], [-4.47733, -4.51955, -2.13314], [-4.96058, -4.21247, -4.34726], [-4.26913, -3.09277, -6.42598], [-2.44747, -1.41191, -6.40972], [-1.38934, -0.79429, -4.25764], [-2.86192, -2.63611, 2.03462], [-1.90148, -2.42330, 4.40074], [-0.42969, -1.14914, 5.95722], [1.19007, 0.49333, 4.97312], [1.28678, 0.78973, 2.54028], [-1.69523, 2.82219, 0.41474], [-2.97867, 2.91715, -0.10244], [-3.68037, 1.58711, -0.25910], [-5.07260, 1.53429, -0.39249], [-5.71389, 0.32306, -0.53396], [-4.95165, -0.84722, -0.57223], [-3.60442, -0.64846, -0.43811], [-2.95652, 0.47526, -0.26920], [-1.77946, 2.33240, 1.27540], [-2.92138, 3.37745, -1.09469], [-3.62873, 3.55682, 0.50873], [-5.63797, 2.45623, -0.36317], [-6.79137, 0.27084, -0.60545], [-5.39181, -1.82725, -0.68172], [-3.22787, -2.70819, -0.59802], [1.84267, -0.83360, -3.86508], [3.07743, 0.53751, -3.52355], [4.70963, 0.17618, -4.36337], [2.37082, 2.16410, -4.12648], [3.45247, 0.68017, -1.20681], [1.29372, 1.56643, -0.24714], [4.90246, 2.44155, -0.61969], [4.99984, 2.49726, 1.25296], [6.60877, 2.16922, -1.34055], [4.20294, 4.06080, -1.24802], [3.96869, -1.35304, -0.15952], [2.78976, -2.68150, -0.75088], [5.72544, -1.77137, -0.66098], [3.82822, -1.17475, 1.69765], [1.53581, -0.81686, -4.91467], [0.95058, -0.71677, -3.24418], [2.26640, -1.81616, -3.65716], [4.58878, 0.15451, -5.44909], [5.10946, -0.79160, -4.05483], [5.45483, 0.93650, -4.12729], [2.05704, 2.08077, -5.16996], [3.10503, 2.96765, -4.06183], [1.50252, 2.46416, -3.53565], [5.56131, 1.65022, 1.65043], [4.00387, 2.48559, 1.70202], [5.49894, 3.41193, 1.58120], [7.06365, 1.24288, -0.98724], [7.26349, 2.99393, -1.04794], [6.58717, 2.13656, -2.43064], [3.18311, 4.22379, -0.89446], [4.18986, 4.09632, -2.33804], [4.81546, 4.89363, -0.89471], [2.96179, -2.92542, -1.79997], [1.75151, -2.35729, -0.63919], [2.92383, -3.59774, -0.17006], [5.81966, -1.83447, -1.74687], [6.03384, -2.73296, -0.24395], [6.43045, -1.01706, -0.30753], [2.81824, -0.87162, 1.98064], [4.52794, -0.43792, 2.09318], [4.03795, -2.13159, 2.18233], [-4.60269, 1.33696, 9.20084], [-4.10738, 1.13854, 7.18899], [-3.07336, 1.89844, 6.65856], [-2.74844, 1.75992, 5.31824], [-3.43992, 0.86770, 4.50692], [-4.47519, 0.11933, 5.05475], [-4.81660, 0.25005, 6.39241], [-3.06413, 0.69960, 3.04822], [-3.66537, -0.19184, 2.40041], [-2.13748, 1.43823, 2.61679], [-2.53566, 2.59788, 7.28413], [-1.95017, 2.34418, 4.88007], [-5.01120, -0.56725, 4.41337], [-5.62475, -0.33291, 6.81259]], "mulliken_spin": [0.2335, -0.0003, -0.0007, 0.0007, -0.0010, 0.0007, -0.0013, -0.0006, -0.0172, 0.0001, 0.0118, -0.0207, -0.0352, -0.0236, -0.0079, -0.0059, 0.0144, -0.1080, 0.0312, 0.0001, 0.0000, -0.0001, 0.0000, 0.0013, 0.0000, 0.0000, -0.0006, 0.0017, 0.1040, 0.0077, -0.0015, -0.0016, 0.0003, -0.0005, -0.0005, -0.0034, 0.0001, 0.0002, -0.0010, -0.0001, 0.0001, -0.0001, 0.0002, -0.0021, -0.0174, 0.0297, 0.0030, 0.0186, 0.0334, 0.7100, 0.0010, 0.0149, 0.0016, 0.0062, 0.0072, 0.0056, 0.0029, 0.0046, 0.0009, 0.0111, 0.0012, 0.0012, -0.0001, -0.0003, 0.0021, 0.0009, -0.0069, 0.0004, -0.0036, 0.0012, 0.0000, 0.0002, -0.0002, -0.0007, 0.0012, 0.0005, 0.0005, -0.0067, -0.0003, 0.0002, 0.0007, 0.0002, -0.0063, 0.0002, 0.0002, 0.0000, -0.0003, -0.0001, -0.0002, 0.0000, -0.0006, 0.0003, -0.0005, -0.0016, 0.0099, 0.0000, 0.0000, 0.0000, 0.0000]}

(2)
{"formula": "C4H6S2", "method": "ωB97M-V with the def2-TZVPD basis set", "fmax_ev_per_a": 4.88, "homo_energy_ev": -8.41, "smiles": "CC(=S)C(C)=S", "relative_energy_kj_mol": 414.28, "total_charge": 0, "symbols": ["C", "C", "C", "C", "H", "H", "H", "H", "H", "H", "S", "S"], "coordinates": [[1.22435, -0.44470, -1.34544], [-0.02596, -0.50327, -0.41621], [-0.42179, 0.92282, 0.25293], [-0.86161, 0.31713, 1.65829], [1.43749, -1.32911, -1.97895], [0.69425, 0.16319, -2.36651], [2.03200, 0.15370, -0.91108], [-0.09485, -0.74441, 1.70904], [-0.89660, 1.24632, 2.57025], [-1.88857, -0.23068, 1.33676], [-0.94671, -1.86634, -0.01684], [-0.25199, 2.31534, -0.49223]], "mulliken_charge": [-0.9887, 0.1589, 0.3788, -0.8352, 0.3563, 0.2643, 0.2760, 0.2765, 0.2635, 0.3199, -0.2318, -0.2386]}

(3)
{"formula": "C4H8N2O", "method": "ωB97M-V with the def2-TZVPD basis set", "fmax_ev_per_a": 2.54, "homo_energy_ev": -10.71, "relative_energy_kj_mol": 372.67, "total_charge": 0, "symbols": ["C", "C", "O", "C", "N", "C", "N", "H", "H", "H", "H", "H", "H", "H", "H"], "coordinates": [[0.51485, 1.47591, -0.11105], [0.57342, 0.02023, 0.35256], [0.71538, -0.08203, 1.74868], [-0.72474, -0.75469, 0.08152], [-1.72953, -0.47623, 0.81161], [1.71046, -0.68931, -0.27663], [2.57189, -1.24225, -0.81799], [1.39242, 2.00517, 0.26295], [-0.38889, 1.93988, 0.29653], [0.50014, 1.55509, -1.20214], [-0.21136, -0.14601, 2.05487], [-0.66661, -1.72043, -0.41219], [-0.54912, -0.45533, -1.94597], [-2.45597, -1.19642, 0.76554], [-1.25845, -0.24363, -1.62001]], "mulliken_charge": [-1.4178, 1.2578, -0.5695, -0.5716, -0.7529, -0.0713, -0.4333, 0.3782, 0.3346, 0.3539, 0.3833, 0.7157, 0.0491, 0.2491, 0.0945]}

(4)
{"formula": "C4H8", "method": "ωB97M-V with the def2-TZVPD basis set", "fmax_ev_per_a": 1.16, "homo_energy_ev": -10.08, "smiles": "C=C.C=C", "relative_energy_kj_mol": 138.34, "total_charge": 0, "symbols": ["C", "C", "H", "H", "H", "H", "C", "C", "H", "H", "H", "H"], "coordinates": [[-2.04963, -0.32305, -0.65855], [-2.71513, 0.54902, 0.09170], [-2.09729, -1.38128, -0.48206], [-1.46192, 0.10425, -1.45067], [-3.43083, 0.26505, 0.85201], [-2.60060, 1.61271, -0.07575], [2.19270, 0.45689, 0.48431], [2.58386, -0.74719, 0.08952], [2.66606, 1.32660, 0.05092], [1.41485, 0.62133, 1.22012], [3.34930, -0.85179, -0.66236], [2.14862, -1.63254, 0.54081]], "mulliken_charge": [-0.4555, -0.4594, 0.2403, 0.2198, 0.2449, 0.2101, -0.4674, -0.4365, 0.2168, 0.2345, 0.2272, 0.2253]}

(5)
{"formula": "C23H46N5SiTa", "method": "ωB97M-V with the def2-TZVPD basis set", "fmax_ev_per_a": 3.12, "homo_energy_ev": -7.39, "total_charge": 0, "symbols": ["Ta", "N", "N", "N", "N", "H", "C", "H", "H", "H", "C", "H", "H", "C", "H", "H", "H", "H", "C", "H", "H", "C", "H", "C", "H", "H", "H", "C", "H", "H", "H", "H", "C", "H", "H", "C", "H", "C", "H", "H", "H", "H", "C", "C", "H", "H", "C", "H", "C", "H", "H", "C", "Si", "C", "C", "N", "C", "C", "C", "C", "C", "C", "H", "H", "H", "H", "H", "H", "H", "H", "H", "H", "H", "H", "H", "H"], "coordinates": [[-0.53516, 0.02713, -0.16008], [-0.73497, -0.36352, -2.08210], [-1.20024, -1.78855, 0.53758], [-0.33880, 2.02084, 0.21409], [-1.86277, 0.67319, 1.23353], [-2.42452, -1.46889, -2.73325], [-1.32653, -1.46438, -2.82380], [-0.94086, -2.43151, -2.46756], [-1.06810, -1.32912, -3.88499], [-0.73061, 0.83446, -3.79944], [-0.07412, 0.62230, -2.94102], [0.88340, 0.22516, -3.31485], [0.11177, 1.57222, -2.40816], [-2.52735, -2.16382, 0.06097], [-3.17586, -2.43267, 0.91203], [-3.01412, -1.34375, -0.48880], [-2.45876, -3.04031, -0.60447], [-1.59232, -2.82750, 2.33026], [-0.77664, -2.67411, 1.60538], [-0.48830, -3.65577, 1.19998], [0.08884, -2.27148, 2.14480], [0.23348, 3.32187, -0.06054], [-0.10445, 3.62368, -1.07008], [1.75149, 3.27664, -0.06362], [2.14964, 2.28571, -0.30311], [2.13116, 3.99378, -0.80208], [2.14054, 3.55696, 0.92354], [-0.22200, 4.38714, 0.92908], [0.31581, 5.31457, 0.70600], [-1.28941, 4.60593, 0.86140], [0.02779, 4.09196, 1.95410], [-4.53342, 1.14817, 3.29622], [-3.83607, 1.51018, 2.53316], [-3.21969, 2.29427, 2.98702], [-4.43272, 1.91758, 1.71636], [-2.99755, 0.32911, 2.08037], [-3.64189, -0.31769, 1.46418], [-2.52263, -0.48623, 3.28212], [-1.43195, -0.60015, 3.29895], [-2.82042, 0.02397, 4.20558], [-2.99379, -1.47635, 3.27486], [-1.55463, 2.67279, 1.86525], [-1.53876, 2.01768, 0.98378], [-2.86393, 1.02253, -1.63133], [-2.21464, 1.58246, -2.31205], [-3.33020, 0.14704, -2.09480], [-3.50784, 1.71027, -0.64634], [-4.54688, 1.49792, -0.37533], [-2.85312, 2.82921, -0.00010], [-2.28636, 3.51598, -0.64276], [-3.41272, 3.35873, 0.77327], [3.29017, 1.23546, -2.16620], [3.17268, -0.28745, -1.06016], [3.55298, -1.67120, -2.26970], [4.57812, -0.14021, 0.16532], [1.59102, -0.57772, -0.18587], [1.84382, -1.87231, 0.35110], [1.53864, -3.04536, -0.39939], [1.98930, -4.29258, 0.02534], [2.72749, -4.40940, 1.20774], [2.98133, -3.27959, 1.99630], [2.53232, -2.02202, 1.58873], [4.03242, 0.98487, -2.94151], [3.68036, 2.11096, -1.63284], [2.36555, 1.51523, -2.68009], [4.34346, -1.32532, -2.95453], [3.91663, -2.57777, -1.76736], [2.67589, -1.93698, -2.87588], [4.33217, 0.55883, 0.97624], [4.84328, -1.10734, 0.61394], [5.46970, 0.24160, -0.35627], [0.97925, -2.92169, -1.33242], [1.77195, -5.17377, -0.58367], [3.10226, -5.38620, 1.51801], [3.54397, -3.37224, 2.92532], [2.73642, -1.12343, 2.17463]], "mulliken_charge": [0.0387, 0.2324, 0.5652, 0.2955, 0.4354, 0.3436, -1.1520, 0.1199, 0.4980, 0.6572, -1.4783, 0.3057, 0.1573, -1.3327, 0.4599, 0.2292, 0.2381, 0.5081, -1.2355, 0.3142, 0.0763, 0.5375, 0.1865, -0.5302, -0.6807, 0.4187, 0.4111, -1.8270, 0.4669, 0.3377, 0.3905, 0.5601, -1.8243, 0.3449, 0.2571, 1.2408, 0.0276, -1.3915, 0.1947, 0.5379, 0.1506, 0.7802, -0.3483, -0.7471, 0.3720, 0.5928, -0.7307, 0.4471, -1.1549, 0.7597, 0.3337, -1.5080, 0.6126, -1.2096, -1.2751, 0.0656, 0.1198, 0.2813, -0.8594, -0.6337, -0.7810, -0.2839, 0.4451, 0.4100, 0.3836, 0.4533, 0.3433, 0.2699, 0.2858, 0.3605, 0.3756, 0.0705, 0.4081, 0.3733, 0.4050, 0.4975]}

(6)
{"formula": "C5H14NO2", "method": "ωB97M-V with the def2-TZVPD basis set", "fmax_ev_per_a": 3.80, "homo_energy_ev": [-19.00, -19.00], "spin_multiplicity": 2, "relative_energy_kj_mol": 78.28, "s_squared": 0.76, "total_charge": 2, "symbols": ["C", "C", "C", "C", "N", "C", "H", "H", "H", "H", "H", "H", "H", "H", "H", "H", "H", "H", "O", "H", "H", "O"], "coordinates": [[-2.63035, -0.91722, 1.28640], [-2.06261, -1.33877, -0.11877], [-0.92892, -0.35336, -0.38592], [0.38340, -0.35741, 0.06328], [1.14308, 0.75925, -0.45556], [2.42096, 0.93849, -0.46914], [-3.51005, -1.55244, 1.45020], [-1.91561, -0.93783, 2.08902], [-3.09491, 0.09911, 1.11188], [-1.67471, -2.39613, -0.21077], [-2.73938, -1.16411, -1.03317], [-1.35769, 0.64323, -0.67537], [0.95527, -1.21919, 0.60777], [0.69094, 1.54247, -0.93950], [3.02625, 0.09555, -0.22800], [2.69164, 1.92166, -0.81145], [4.01218, -1.65246, 1.49690], [2.98630, -1.50666, 2.47119], [3.08191, -1.42375, 1.51793], [-0.66176, 2.52667, -2.92744], [-0.55026, 3.58345, -1.77423], [-0.26569, 2.70945, -2.06525]], "mulliken_spin": [0.0933, 0.0359, 0.2347, 0.4532, -0.0431, 0.1280, 0.0275, -0.0044, -0.0062, -0.0003, 0.0038, 0.0208, 0.0319, -0.0026, 0.0158, 0.0091, 0.0000, -0.0004, 0.0020, -0.0002, 0.0000, 0.0012]}